DFT (ωB97M-V/def2-TZVPD) results for 9 unconnected molecules or ions with the total composition C44H115N9O13 in a non-equilibrium geometry.

Calculated values
LUMO: 0.0143 Ha
SMILES: COC[C@H](C)N.COC[C@H](C)N.COC[C@H](C)N.COC[C@H](C)N.COC[C@H](C)N.COCCNCCOC.COCCNCCOC.COCCNCCOC.COCCNCCOC
Highest occupied orbital energy: -8.30 eV
Gap between HOMO and LUMO: 8.69 eV
Total energy: -87505.15799 eV
Relative energy (zero: lowest compared OMol25 entry of this formula, charge and spin): 828.98 kJ/mol

XYZ file:
```
181
Properties=species:S:1:pos:R:3:forces:R:3:mulliken_charge:R:1
H -10.0294 1.8497 3.7071 0.34 0.08 0.57 0.352
H -1.6434 4.4821 -5.7964 -0.07 1.13 0.44 0.375
C -3.7398 5.0182 3.9570 -0.90 0.41 -1.94 -0.732
H -8.0460 3.1025 4.3390 -0.22 -0.79 0.12 0.303
H -0.2324 -1.7426 2.9218 -0.05 1.03 0.13 0.048
H 10.1036 1.7670 -0.2982 0.17 0.46 -0.22 0.337
H -3.1753 3.8479 -5.6274 -0.09 -1.43 0.01 0.401
H -8.1952 -0.0117 -2.8564 0.15 -0.10 -0.06 0.272
N -2.2100 1.8123 -4.0723 1.52 -1.64 0.98 -0.200
C -0.0837 3.3165 -4.0448 -0.97 -0.38 0.46 -0.167
C 3.7623 -2.4588 -3.8767 0.52 1.95 -1.03 -0.430
H -1.6911 -0.2721 5.7936 0.42 0.14 0.78 0.326
H 4.4310 -3.6123 3.3422 0.02 0.47 -0.88 0.250
H -3.8775 2.2605 -1.0341 0.75 0.25 -0.58 0.422
H 2.3132 0.7543 -2.1033 -0.11 -0.02 -0.14 0.276
O -2.8568 4.2178 3.2265 -0.32 -0.37 2.06 -0.143
H 5.0391 0.0619 -3.7885 0.04 0.45 -0.02 0.306
C -1.2970 2.7477 -4.7906 -3.07 0.24 -0.65 0.258
H 9.5738 3.8883 -2.0071 1.27 0.36 0.01 0.398
H 3.7333 -1.7133 -4.6714 0.11 -0.13 -0.51 0.500
H -3.1183 1.6887 -4.4963 0.29 0.30 -0.49 0.297
H 8.6888 4.2862 0.8466 0.41 0.19 0.44 0.309
C -1.5344 -3.2719 -2.1244 0.27 0.94 -0.63 -1.053
H -3.3016 -2.6942 4.9066 -0.10 -0.29 -0.31 0.334
N -1.2748 -1.0748 5.3435 0.13 -0.15 0.24 -0.806
C 2.6309 -4.2018 -2.9347 -0.09 -3.00 -0.24 -0.141
H -0.8215 -2.4900 -6.1260 0.49 -0.06 0.30 0.271
C -0.9944 -2.0982 -2.9734 -0.35 0.17 0.95 2.124
H 5.2302 -2.0731 0.3672 0.37 0.17 0.24 0.233
N 2.8693 -3.4925 -4.1672 -1.20 -1.61 -0.50 -0.402
H 2.7573 2.7609 0.1689 0.13 -0.12 0.19 0.448
H -5.0893 3.4333 3.5988 0.44 -0.38 -0.01 0.135
H 5.0228 3.0538 0.7035 -0.79 0.39 -0.18 0.353
C -1.4688 -3.2773 -5.7396 -1.21 0.91 0.33 -0.472
C -1.9754 -1.5610 -3.9862 0.10 -2.73 -3.17 -0.908
H 2.5848 -4.7210 2.2690 -0.21 -0.08 -0.33 0.314
H -3.7412 -1.8406 0.0818 -0.36 1.38 0.08 -0.151
C 9.4250 3.8738 0.1566 -1.30 -1.68 -1.61 0.365
H 8.1098 3.8770 -1.5820 -1.08 0.82 0.70 0.177
H 1.0207 6.5485 -4.3228 -0.22 -0.48 -1.06 0.271
C -7.4234 4.7902 3.2341 0.10 -0.26 -1.32 -0.810
C -2.2262 3.8878 -5.0927 0.66 2.10 -1.29 -1.449
O 4.2956 1.6257 -0.7127 -0.40 1.77 0.53 0.001
H -2.4259 -2.8942 -1.6238 -0.13 -0.21 0.04 0.091
C -7.8485 3.2962 3.2847 0.78 1.06 1.25 -0.054
C 9.0686 2.5103 2.6986 0.02 1.41 1.02 -0.627
H 3.9815 -5.5861 6.4514 -1.09 -0.11 -0.01 0.430
N 3.4990 -3.4776 3.7071 -0.44 -1.51 1.02 -0.343
H -6.2562 5.8101 4.5593 0.94 -0.43 -0.14 0.263
H -5.5220 -0.6732 2.1791 0.04 -0.24 -0.05 0.031
H 2.3356 -6.1299 -4.0817 1.22 -0.29 0.55 0.359
C -3.5871 1.3576 -0.4968 -1.21 -1.05 -0.84 -0.973
H -1.1624 -6.3493 -3.9863 0.39 0.15 -0.59 0.321
C 5.8179 -0.4647 -3.2369 -0.81 -0.92 -0.92 -0.491
H 3.2490 -1.9070 -3.0893 1.26 0.45 1.21 0.344
C 3.3909 -4.6494 4.5922 0.26 -0.13 1.60 -0.732
H -1.7876 -4.1310 -2.7455 0.10 0.04 0.16 0.197
O -5.7312 -1.2275 -0.5287 1.37 2.94 -1.14 0.075
N -7.8436 0.3171 -1.9685 0.85 2.36 -0.98 -0.652
C -0.1920 -6.4704 -3.5048 -0.02 1.06 1.24 -1.086
H -4.5276 -2.8693 -0.9797 -0.43 -0.13 -0.46 0.548
H -1.4339 -0.9069 -4.6696 -0.06 0.49 0.18 0.572
C -1.3044 -1.9178 3.0123 -0.64 -0.96 -0.21 -0.646
N -6.1435 5.1610 3.7937 -2.36 0.45 0.11 -0.159
N 0.5765 1.5485 -1.2335 0.66 0.35 1.12 0.654
O 0.6541 -5.3084 -3.6397 -1.85 -0.74 -0.42 -0.109
H 0.0716 0.8013 -1.6882 0.20 -0.11 0.10 0.190
H -1.5868 5.3209 2.1720 0.39 0.06 -0.38 0.316
H 8.3960 1.9679 -0.1402 -0.50 -0.40 0.60 0.063
O -4.2737 -1.7781 3.3474 -0.26 -0.25 0.20 -0.326
H -1.0212 3.8715 3.0857 1.11 0.60 -0.16 0.162
H 2.0101 -3.0340 -4.4347 -0.34 -0.37 -0.33 0.172
H -10.1397 -0.3744 -0.8727 0.52 0.56 -0.42 0.415
C 2.9936 2.2258 -0.7509 -0.96 -1.19 -1.11 -0.547
N 10.7920 4.1291 0.4474 0.44 1.10 0.83 -0.686
H -2.4896 4.3815 -4.1573 0.36 0.49 0.00 0.286
O 3.4463 -2.7178 0.7495 -2.30 -1.72 0.62 -0.290
H -8.1196 5.5390 3.6120 -0.53 -0.59 0.03 0.379
H -0.4490 -6.4971 -2.4458 -0.06 -0.36 0.36 0.391
O 5.6262 -4.8575 5.7512 1.41 1.15 -0.48 -0.372
H 5.6258 -3.5635 -4.5173 -0.92 0.17 -0.65 0.289
H -7.0062 2.7221 2.8987 0.26 -0.30 0.39 -0.001
O -2.2134 1.0685 -0.3724 -0.43 1.01 -0.33 0.679
H 5.4863 -3.4129 -2.8708 -0.07 0.54 0.66 0.256
H 5.3989 -0.5881 -2.2383 0.31 -0.48 0.20 0.124
H 1.8796 -6.1938 -2.2840 0.46 -0.23 0.08 0.457
H 2.0501 -3.6566 -2.1907 -0.28 0.16 0.08 0.174
H -6.8727 0.5834 -2.0498 0.09 0.36 -0.52 0.230
H -4.8998 4.5426 2.2665 0.01 0.17 -0.19 0.248
H 4.8280 -1.9102 2.1138 -0.02 -0.46 0.17 0.309
H -1.8212 2.4340 1.0478 -0.08 0.37 0.26 0.095
H 0.0015 -2.3178 -3.3581 -0.38 -0.68 -0.86 -0.930
H -7.4273 4.8604 2.1464 0.25 0.97 -0.48 0.324
H -1.6253 3.1197 -0.5556 -0.28 -0.20 -0.58 0.188
H -1.9256 -3.6895 -6.6393 -0.62 0.10 0.15 0.304
H 6.1794 -6.5108 6.7873 -0.36 -0.21 0.58 0.292
H 3.8805 -3.8346 6.4618 0.71 0.42 0.35 0.259
H 7.3335 -5.2712 7.0493 0.01 0.71 -0.88 0.255
H -9.0367 0.9899 2.5374 0.11 -0.13 -0.28 0.227
H -0.0914 5.7821 -3.2265 0.19 -0.14 0.39 0.266
C -7.9285 -0.6495 -0.9468 -1.96 0.43 -0.99 0.891
C 9.0044 4.3846 -1.2212 0.29 -1.60 -0.75 -1.469
C 1.9856 1.1101 -1.1264 -0.01 0.14 0.06 -0.440
H -3.9262 0.0157 2.3515 0.29 -0.04 -0.16 0.097
H -1.2577 -3.0065 3.0368 -0.59 -0.37 0.96 0.328
H 6.7175 0.1494 -3.1954 0.04 -0.28 -0.10 0.296
O -2.4976 -2.6570 -4.8810 1.21 0.04 0.01 -0.539
H -9.6602 -1.7770 -1.8327 0.42 0.35 -0.68 0.370
H 5.5388 3.3498 -1.0272 -0.78 0.34 -0.16 0.337
H 7.9924 2.4017 2.8327 -0.24 0.12 -0.51 0.255
H -0.9457 -4.1227 -5.2928 0.28 0.40 0.50 0.052
H -3.9886 0.4901 -1.0206 -0.22 0.16 -0.17 0.175
H -2.4005 2.0022 -3.0988 0.42 0.42 0.15 -0.184
H -6.7768 -1.9872 -2.2115 0.18 0.11 -0.10 0.194
H 6.1616 2.1124 -0.0640 0.07 -0.46 -0.16 0.087
O 6.0855 -1.6799 -3.9987 -0.37 -0.58 1.24 -0.472
H -0.4804 3.5358 -3.0535 0.15 0.71 0.24 0.097
H 1.5335 -3.0352 0.9667 -0.52 0.27 0.15 -0.014
C 4.4411 -1.8845 1.0951 1.70 2.10 -0.48 -0.498
H -2.1744 -0.1381 3.7829 -0.29 0.16 -0.53 0.008
H 9.0534 5.4627 -1.3740 -0.29 -0.19 0.19 0.374
C 0.0075 1.8064 0.1166 0.00 -0.13 -1.18 -0.862
C -4.7506 -2.1337 -0.2069 -0.14 -2.48 0.60 -0.859
C 0.7625 5.5885 -3.8757 0.44 -1.50 0.53 -0.600
H 9.4852 2.2283 3.6656 0.38 -0.96 -0.31 0.276
H -0.3700 -0.7842 5.0016 0.43 0.14 0.51 0.321
C -2.0667 -1.1618 4.1414 0.41 0.08 -1.22 0.888
H -2.8834 -1.0565 -3.6557 0.27 -0.20 0.57 0.145
C -9.6144 1.8998 2.7004 -1.45 -0.67 0.37 -0.711
H -10.5303 1.9416 2.1109 0.27 -0.36 -0.53 0.285
H -3.7277 5.0415 5.0467 0.47 -0.58 0.14 0.293
H -7.9153 -0.1073 -0.0013 0.93 -0.39 0.31 0.102
H -9.5398 -1.7756 -0.1820 0.08 -0.25 0.39 0.420
H 2.0602 -1.6467 1.9401 0.29 0.04 0.33 0.369
H 2.1224 0.2587 -0.4598 -0.10 -0.21 0.39 -0.046
C -4.9875 4.4900 3.3517 -1.31 -0.15 0.93 -0.359
H -3.6106 6.0344 3.5846 -0.04 0.48 0.30 0.454
H 2.3737 -4.6299 4.9834 -0.15 -0.12 0.12 0.429
C 5.2135 -2.8756 -3.7791 1.65 1.84 0.57 -0.565
C -1.4982 2.2099 0.0312 2.16 -0.15 1.68 -0.518
H -0.7870 -3.5162 -1.3695 0.00 -0.26 -0.02 0.267
H 0.7428 2.4763 0.5624 -0.87 0.90 0.19 0.523
C 5.2232 2.6238 -0.2779 1.48 -1.37 0.22 -0.815
H 4.0906 -0.8649 0.9348 0.25 0.58 0.02 0.032
O 9.6375 1.8638 1.6213 0.24 -1.15 -1.00 -0.430
C 1.9585 -5.6100 -3.2010 -0.31 2.12 -0.31 -1.071
H 0.5551 2.4616 -3.8230 0.97 0.39 -0.40 0.232
H -5.0803 0.1789 3.6240 -0.01 -0.27 0.71 0.495
H 10.8881 3.4112 1.1514 1.48 0.18 0.52 0.389
H -1.0211 2.2986 -5.7446 0.30 -0.34 0.13 0.255
H 2.8629 2.8984 -1.5985 0.54 0.63 0.05 0.142
H 1.6691 5.2213 -3.3947 -0.07 0.72 1.07 0.232
O -8.9337 3.0595 2.4489 0.14 1.47 -0.25 -0.355
H 3.4857 -5.6145 4.0945 0.20 -0.09 -0.51 0.360
C -1.6226 4.7800 3.1177 1.91 -0.49 -1.31 -0.875
C -6.8811 -1.6946 -1.1667 -0.33 -1.41 2.64 -0.971
H -5.1800 -2.6675 0.6409 0.49 -0.65 0.33 0.522
C 6.2644 -5.4311 6.9095 -0.87 -0.10 -0.42 -0.725
C 2.3096 -2.6631 1.6355 0.39 -2.03 -1.13 -0.329
C 4.2307 -4.6896 5.8835 -0.30 -0.78 0.13 -0.541
H 0.2884 -7.4236 -3.7251 0.14 0.13 -0.53 0.380
H 1.4649 -3.7545 3.2504 0.04 -0.11 0.26 0.370
H -7.1420 -2.5474 -0.5399 -0.47 -0.84 -0.40 0.420
H -4.2356 1.4534 0.3740 0.75 -0.23 1.01 0.005
H -1.0706 -1.1379 -1.2010 -0.07 0.35 0.25 -0.302
H -1.7912 -1.8062 2.0434 0.08 0.67 -0.06 0.018
C -4.7045 -0.5293 2.8855 -0.25 0.54 -0.85 -0.524
C -3.4414 -1.6978 4.4874 0.01 -0.82 -0.44 -1.071
C 2.4245 -3.7481 2.7335 0.75 1.98 -0.73 -0.414
O 0.4815 4.4614 -4.7237 -0.77 -0.56 -0.41 -0.433
C -9.3519 -1.1120 -1.0260 -1.43 -2.23 1.47 -1.717
H -1.2071 -0.1331 -2.4704 -0.34 0.14 -0.03 -0.207
H 9.3939 3.5504 2.6795 -0.68 0.50 -0.02 0.315
H -1.2634 5.5033 3.8497 -0.37 -0.34 0.67 0.475
H 0.0833 0.9657 0.8062 -0.22 -0.77 -0.11 0.190
H 3.5937 -4.4219 -2.4734 0.07 0.07 0.06 0.468
C 9.3466 2.3001 0.2770 -1.11 0.77 0.16 -0.341
N -0.7157 -0.9459 -2.1269 0.20 0.14 0.96 -0.223
H -3.9998 -1.1739 5.2632 0.40 0.68 0.21 0.395
H 5.7973 -5.0269 7.8077 -0.18 -0.38 0.17 0.316
H 11.2765 3.7825 -0.3682 0.51 0.05 -0.05 0.340
```
Forces are in eV/Å.